Record 1
11
Properties=species:S:1:pos:R:3 method="wB97M-V/def2-TZVPD" total_charge=+1 e_above_lowest_kj_mol=574.02 homo_lumo_gap_ev=10.072 e_homo_ev=-15.20
C -1.777 0.406 0.650
C -2.113 0.648 -0.477
N 0.285 -1.482 0.093
N 2.327 1.297 0.141
N 1.353 -0.793 -0.068
N 1.697 0.315 -0.018
H -1.560 0.307 1.681
H 0.360 -2.473 -0.095
H -2.446 0.834 -1.457
H -0.640 -1.002 0.177
H 2.513 1.945 -0.628

=====

Record 2
59
Properties=species:S:1:pos:R:3 method="wB97M-V/def2-TZVPD" multiplicity=5 homo_lumo_gap_ev="6.537 / 6.960" s_squared=6.010 e_homo_ev="-6.23 / -6.65"
Cr -0.721 0.061 -0.142
C -0.889 -3.307 1.284
C -1.980 -2.896 0.312
C -3.195 -3.835 0.441
O -2.203 -1.514 0.033
H -0.883 -4.346 1.614
H -0.986 -2.682 2.173
H 0.122 -3.081 0.945
H -1.817 -3.356 -0.662
H -2.822 -4.851 0.569
H -4.087 -3.870 -0.186
H -3.595 -3.659 1.439
C -2.363 3.460 -1.822
C -1.683 3.456 -0.451
C -2.764 4.092 0.446
O -1.227 2.222 -0.034
H -1.825 3.006 -2.654
H -2.548 4.501 -2.087
H -3.375 3.053 -1.830
H -0.951 4.243 -0.630
H -3.027 5.066 0.032
H -2.361 4.369 1.420
H -3.735 3.601 0.525
O -0.286 0.325 1.972
C 0.302 0.741 2.976
O 1.619 0.901 2.966
C 2.038 1.435 4.227
C 0.756 1.813 4.940
C -0.222 0.861 4.428
H 2.682 2.313 4.290
H 2.445 0.571 4.752
H 0.403 2.818 4.708
H 0.949 1.886 6.010
H -1.195 1.317 4.609
H -0.137 -0.143 4.845
O -0.240 -0.247 -2.158
C -0.160 0.214 -3.291
O 0.540 1.408 -3.493
C 0.660 1.690 -4.829
C -0.369 0.920 -5.504
C -0.769 -0.283 -4.581
H 1.634 1.415 -5.234
H 0.430 2.752 -4.911
H -0.113 0.615 -6.518
H -1.212 1.580 -5.707
H -0.220 -1.212 -4.732
H -1.834 -0.512 -4.536
O 1.152 -0.835 0.008
C 2.194 -1.535 0.035
O 2.525 -2.520 -0.842
C 3.772 -3.189 -0.577
C 4.301 -2.464 0.705
C 3.190 -1.519 1.118
H 4.548 -3.332 -1.330
H 3.439 -4.188 -0.297
H 5.171 -1.911 0.352
H 4.721 -3.022 1.541
H 3.331 -0.447 1.256
H 2.869 -1.951 2.066

=====

Record 3
16
Properties=species:S:1:pos:R:3 method="wB97M-V/def2-TZVPD" e_above_lowest_kj_mol=324.07 homo_lumo_gap_ev=8.500 smiles="C/N=N/C1=CNNC1" e_homo_ev=-7.92
C 1.741 1.705 2.001
N 0.793 1.200 1.027
N 1.020 0.080 0.548
C 0.037 -0.439 -0.260
C 0.245 -1.567 -0.969
N -0.851 -1.764 -1.855
N -1.863 -0.798 -1.523
C -1.380 0.105 -0.442
H 1.748 2.769 1.855
H 1.287 1.569 3.019
H 2.763 1.283 1.978
H 1.145 -2.174 -1.054
H -0.628 -1.684 -2.865
H -2.674 -1.308 -1.140
H -2.044 -0.098 0.433
H -1.338 1.121 -0.754

=====

Record 4
162
Properties=species:S:1:pos:R:3 method="wB97M-V/def2-TZVPD" e_above_lowest_kj_mol=355.72 homo_lumo_gap_ev=9.307 smiles=COC[C@H](C)N.COC[C@H](C)N.COC[C@H](C)N.COC[C@H](C)N.COC[C@H](C)N.COC[C@H](C)N.COC[C@H](C)N.COC[C@H](C)N.COC[C@H](C)N.CCO e_homo_ev=-8.63
C -2.960 4.664 3.017
O -3.734 3.499 2.899
C -3.347 2.755 1.804
C -4.105 1.461 1.773
C -3.790 0.781 3.125
N -3.613 0.652 0.702
H -3.378 5.183 3.878
H -3.053 5.259 2.131
H -1.933 4.406 3.058
H -3.389 3.347 0.899
H -2.320 2.521 1.981
H -5.207 1.781 1.617
H -2.756 0.690 3.303
H -4.414 -0.108 3.218
H -4.086 1.426 3.919
H -4.205 0.826 -0.173
H -3.603 -0.370 0.909
C 4.061 -0.135 5.580
O 4.811 0.035 4.339
C 6.158 -0.016 4.657
C 7.052 0.189 3.432
C 6.553 -0.612 2.207
N 8.515 -0.189 3.852
H 3.051 -0.368 5.285
H 4.061 0.809 6.148
H 4.471 -0.931 6.199
H 6.476 0.728 5.448
H 6.419 -0.963 5.098
H 7.080 1.268 3.095
H 6.329 -1.677 2.476
H 7.220 -0.465 1.374
H 5.591 -0.179 1.863
H 8.473 -1.064 4.421
H 8.797 0.535 4.499
C 3.565 -3.717 1.840
O 3.287 -3.119 0.554
C 2.778 -4.030 -0.423
C 1.295 -4.479 -0.238
C 0.819 -5.199 -1.465
N 0.490 -3.329 0.015
H 4.259 -3.104 2.398
H 4.033 -4.728 1.708
H 2.663 -3.969 2.403
H 2.910 -3.496 -1.387
H 3.357 -4.969 -0.560
H 1.238 -5.078 0.672
H -0.224 -5.444 -1.256
H 1.321 -6.096 -1.727
H 0.872 -4.485 -2.287
H 0.589 -2.662 -0.748
H 0.888 -2.759 0.782
C -0.083 0.172 4.765
O 0.438 1.203 5.576
C -0.542 2.242 5.748
C -1.875 1.749 6.320
C -2.843 2.935 6.422
N -1.517 0.992 7.493
H 0.816 -0.405 4.442
H -0.511 0.666 3.857
H -0.865 -0.433 5.231
H -0.085 2.915 6.462
H -0.691 2.815 4.809
H -2.319 1.069 5.543
H -3.891 2.553 6.742
H -2.963 3.277 5.404
H -2.414 3.684 7.123
H -2.277 1.103 8.155
H -0.690 1.254 8.032
C 3.294 2.894 -3.916
O 2.518 1.862 -3.342
C 3.020 0.589 -3.747
C 2.528 -0.488 -2.840
C 3.202 -0.266 -1.473
N 2.833 -1.843 -3.251
H 4.369 2.655 -3.578
H 2.779 3.785 -3.530
H 3.344 2.872 -5.008
H 2.748 0.398 -4.764
H 4.107 0.567 -3.707
H 1.405 -0.441 -2.669
H 3.416 0.789 -1.302
H 4.175 -0.749 -1.337
H 2.711 -0.569 -0.593
H 2.437 -2.099 -4.141
H 3.844 -1.980 -3.247
C 1.893 6.175 0.814
O 0.592 5.929 0.394
C 0.609 5.208 -0.864
C -0.779 4.635 -1.170
C -0.742 3.615 -2.344
N -1.764 5.655 -1.430
H 2.529 5.266 1.017
H 1.957 6.751 1.699
H 2.437 6.770 0.079
H 0.867 5.950 -1.625
H 1.320 4.346 -0.860
H -1.196 4.023 -0.384
H -0.071 2.762 -2.210
H -0.501 4.078 -3.303
H -1.727 3.158 -2.438
H -1.822 6.154 -0.617
H -1.462 6.308 -2.131
C -2.156 -2.651 1.654
O -3.550 -2.246 1.634
C -4.440 -3.262 2.174
C -4.481 -4.661 1.486
C -4.418 -4.540 -0.099
N -5.713 -5.406 1.803
H -1.934 -3.593 1.210
H -1.639 -2.513 2.662
H -1.625 -1.967 1.034
H -4.179 -3.383 3.243
H -5.403 -2.819 2.098
H -3.661 -5.293 1.743
H -3.474 -4.089 -0.336
H -5.284 -3.828 -0.362
H -4.503 -5.484 -0.588
H -6.554 -4.817 1.780
H -5.665 -5.728 2.780
C 0.081 -3.784 -5.732
O 0.126 -2.404 -5.944
C 0.117 -2.149 -7.323
C 0.974 -0.915 -7.712
C 2.397 -0.983 -7.149
N 0.339 0.355 -7.362
H -0.878 -4.200 -6.115
H 0.251 -4.011 -4.707
H 0.856 -4.395 -6.319
H 0.482 -2.985 -7.856
H -0.912 -1.987 -7.680
H 0.959 -0.892 -8.833
H 2.973 -1.688 -7.771
H 2.412 -1.376 -6.089
H 2.783 0.093 -7.089
H -0.691 0.367 -7.433
H 0.509 0.557 -6.333
C -5.692 -0.745 -1.922
O -4.675 -0.051 -2.536
C -3.432 -0.654 -2.671
C -2.352 0.255 -3.292
C -2.754 0.881 -4.646
N -1.156 -0.506 -3.419
H -5.691 -1.848 -2.148
H -6.654 -0.275 -2.124
H -5.554 -0.748 -0.803
H -2.947 -1.006 -1.740
H -3.531 -1.515 -3.376
H -2.191 1.078 -2.648
H -2.051 1.682 -5.026
H -3.752 1.370 -4.678
H -2.838 0.108 -5.463
H -1.074 -0.950 -4.294
H -0.310 -0.053 -3.063
C 0.641 1.910 1.076
C 0.082 0.857 0.134
O -1.239 1.158 -0.272
H 1.671 1.634 1.297
H 0.016 2.022 1.953
H 0.648 2.872 0.594
H 0.146 -0.162 0.531
H 0.693 0.869 -0.770
H -2.026 0.868 0.220

=====

Record 5
10
Properties=species:S:1:pos:R:3 method="wB97M-V/def2-TZVPD" total_charge=-1 e_above_lowest_kj_mol=113.35 homo_lumo_gap_ev=8.177 smiles=C[C@@]1(Cl)O[C@@]1([O-])Cl e_homo_ev=-4.61
C 1.338 0.368 0.018
C 0.065 -0.429 -0.019
Cl 0.386 -2.155 -0.300
O -0.820 -0.302 1.100
C -1.426 -0.151 -0.128
O -2.268 -0.795 -0.712
Cl -2.233 1.807 -0.071
H 1.602 0.567 1.060
H 2.131 -0.221 -0.437
H 1.224 1.312 -0.511

=====

Record 6
22
Properties=species:S:1:pos:R:3 method="wB97M-V/def2-TZVPD" total_charge=+1 e_above_lowest_kj_mol=130.94 multiplicity=2 homo_lumo_gap_ev="12.154 / 7.663" s_squared=0.754 e_homo_ev="-15.27 / -15.27"
C -1.778 -0.267 0.236
C -0.973 -1.405 0.914
C 0.309 -1.683 0.156
N -1.070 0.996 0.036
H -2.687 -0.030 0.828
H -2.152 -0.592 -0.749
H -1.736 -2.168 1.071
H -0.660 -1.071 1.903
H 0.151 -2.469 -0.587
H 1.085 -1.993 0.860
H 0.768 -0.855 -0.398
H -0.427 1.189 0.823
H -1.689 1.806 -0.074
H 3.233 0.055 -0.513
H 2.018 0.684 -1.304
O 2.580 0.751 -0.532
H 0.301 1.797 -2.979
H -0.237 0.928 -1.824
O 0.539 1.114 -2.343
H 0.891 1.425 2.169
H 1.116 0.850 0.817
O 0.416 0.939 1.488

=====

Record 7
14
Properties=species:S:1:pos:R:3 method="wB97M-V/def2-TZVPD" e_above_lowest_kj_mol=109.68 homo_lumo_gap_ev=10.755 smiles="O=CCCNC=O" e_homo_ev=-9.99
O -3.271 0.566 1.311
C -2.396 0.023 0.691
C -0.984 0.581 0.633
C 0.081 -0.469 0.295
N 1.158 0.117 -0.482
C 2.341 -0.515 -0.718
O 3.084 -0.289 -1.644
H -2.576 -0.927 0.148
H -0.998 1.354 -0.141
H -0.814 1.076 1.587
H 0.503 -0.842 1.229
H -0.394 -1.299 -0.235
H 0.886 0.781 -1.197
H 2.586 -1.264 0.059

=====

| no. | E_tot (eV) | molar mass (g mol⁻¹) |
| --- | --- | --- |
| 1 | -8101.777 | 85.09 |
| 2 | -63982.788 | 428.44 |
| 3 | -10234.883 | 112.14 |
| 4 | -74987.225 | 848.31 |
| 5 | -32299.955 | 141.96 |
| 6 | -10976.866 | 113.16 |
| 7 | -9846.143 | 101.10 |